No. 1
This record from the OMol25 dataset describes a gas-phase ion, C5H12NO (charge -1). The level of theory is ωB97M-V/def2-TZVPD.

The geometry in XYZ format:
```
19
Properties=species:S:1:pos:R:3:forces:R:3:mulliken_charge:R:1
C 0.424 -0.117 -0.454 -1.2 -0.2 0.5 -1.0551
C -0.961 -0.374 0.231 1.5 0.0 -0.9 0.8156
C -2.016 -0.708 -0.835 -0.4 0.2 0.8 -1.5899
C -1.372 0.812 1.119 -0.7 -0.3 -0.9 -1.2120
N 1.446 0.017 0.532 0.7 0.7 0.4 -0.3077
C 2.774 0.401 -0.103 0.6 -1.4 -0.7 -0.4060
O 2.718 1.367 -0.975 0.0 0.3 0.3 -0.8031
H 0.601 -0.927 -1.179 0.1 -0.1 -0.2 0.3404
H 0.362 0.815 -1.008 0.2 0.1 -0.2 0.3086
H -0.761 -1.261 0.838 -0.4 -0.1 0.2 0.2376
H -2.099 0.057 -1.612 0.3 0.1 0.0 0.3229
H -2.982 -0.709 -0.316 -0.1 -0.3 -0.2 0.4311
H -1.877 -1.675 -1.318 0.2 0.0 0.0 0.3844
H -1.411 0.547 2.173 0.1 0.2 0.1 0.2005
H -0.758 1.692 0.939 0.3 -0.1 0.2 0.3152
H -2.381 1.071 0.778 -0.1 0.2 0.4 0.4061
H 1.632 -0.861 1.008 -0.3 -0.1 -0.1 0.2450
H 3.509 0.465 0.744 -0.3 0.6 0.3 0.2320
H 3.150 -0.615 -0.561 -0.3 0.3 -0.1 0.1343
```
Positions in Å, forces in eV/Å.

- Energy relative to the best compared isomer or geometry (same formula, charge and spin): 51.1 kJ/mol
- Structure (SMILES): CC(C)CNC[O-]
- Total charge: -1
- Electronic energy: -8916.534 eV
- Frontier orbital gap: 6.07 eV

No. 2
This record from the OMol25 dataset describes 2 unconnected molecules or ions with the total composition CH5Br4NSi2. The level of theory is ωB97M-V/def2-TZVPD.

The geometry in XYZ format:
```
13
Properties=species:S:1:pos:R:3:forces:R:3:mulliken_charge:R:1
C -0.998 -1.262 1.773 -0.6 0.9 2.7 -0.5416
N -0.474 -1.492 0.487 -1.1 -2.2 -1.8 -0.0345
Si -0.794 -2.351 -0.869 -0.1 1.2 1.8 0.1530
Si 1.520 2.757 -0.807 -0.7 0.3 -0.3 0.5968
Br 0.399 -1.287 -2.279 0.7 0.0 -1.5 -0.0921
Br 3.238 1.467 -1.031 0.7 -0.1 -0.5 -0.1578
Br 0.810 2.204 1.164 -0.5 0.1 0.5 -0.1196
Br 0.012 2.484 -2.376 -0.3 -0.4 -0.2 -0.1970
H -2.060 -0.947 1.813 0.2 0.0 -0.6 0.2388
H -1.079 -2.125 2.567 1.0 1.3 -1.5 0.2342
H -0.443 -0.316 2.169 -0.7 -1.9 0.0 0.0901
H -1.740 -3.332 -1.600 0.6 0.5 0.8 -0.0581
H 1.608 4.199 -1.010 0.7 0.1 0.5 -0.1121
```
Positions in Å, forces in eV/Å.

- Energy relative to the best compared isomer or geometry (same formula, charge and spin): 248.0 kJ/mol
- Structure (SMILES): Br[SiH](Br)Br.C/N=[SiH]/Br
- Electronic energy: -298535.770 eV
- Frontier orbital gap: 8.66 eV

No. 3
This record from the OMol25 dataset describes 2 unconnected molecules or ions with the total composition C3H3FO. The level of theory is ωB97M-V/def2-TZVPD.

The geometry in XYZ format:
```
8
Properties=species:S:1:pos:R:3:forces:R:3:mulliken_charge:R:1
C 0.591 1.419 0.067 2.0 0.7 0.4 -0.4133
C -0.774 -1.819 0.425 -3.2 3.4 -0.9 0.0199
C 0.095 0.656 -0.857 -0.7 -1.9 0.1 0.0821
O -1.821 -1.541 0.903 1.2 -0.7 -0.3 -0.2765
F 0.012 0.585 -2.151 0.1 0.8 -0.2 -0.1682
H 1.276 2.295 -0.131 -1.1 -0.8 0.2 0.2697
H 0.684 0.901 1.034 -0.4 0.8 -0.3 0.2130
H -0.061 -2.496 0.710 2.1 -2.3 1.1 0.2733
```
Positions in Å, forces in eV/Å.

- Energy relative to the best compared isomer or geometry (same formula, charge and spin): 441.4 kJ/mol
- Electronic energy: -7918.719 eV
- Frontier orbital gap (alpha / beta): 9.30 / 8.34 eV

No. 4
This record from the OMol25 dataset describes 5 unconnected molecules or ions with the total composition C21H51N5O3. The level of theory is ωB97M-V/def2-TZVPD.

The geometry in XYZ format:
```
80
Properties=species:S:1:pos:R:3:forces:R:3:mulliken_charge:R:1
C -13.231 -10.983 -2.494 0.0 -0.3 0.0 -1.1675
C -11.901 -10.364 -2.952 -0.6 -0.4 -0.2 -0.6488
N -11.853 -8.918 -2.795 -0.3 -0.4 0.7 0.3920
C -12.253 -8.211 -3.980 0.2 0.4 -0.4 -0.5812
C -12.855 -6.842 -3.696 -0.3 0.0 0.1 -1.2637
C -10.665 -8.395 -2.148 0.1 0.0 -0.3 -0.4478
C -10.401 -9.030 -0.791 -0.4 -0.1 0.3 -1.3542
H -13.502 -10.678 -1.483 0.1 0.1 0.0 0.2768
H -13.139 -12.075 -2.496 0.0 0.1 0.0 0.3969
H -14.071 -10.760 -3.155 0.1 0.3 0.0 0.2737
H -11.108 -10.870 -2.404 0.1 0.2 0.0 0.3855
H -11.777 -10.642 -4.009 0.3 0.0 0.0 0.3363
H -11.406 -8.111 -4.688 0.0 0.0 0.0 0.3410
H -13.005 -8.799 -4.505 0.0 -0.1 0.1 0.4315
H -13.768 -6.959 -3.108 0.0 0.0 -0.1 0.3049
H -12.208 -6.182 -3.120 0.2 0.0 -0.2 0.3207
H -13.114 -6.351 -4.636 0.0 0.1 0.1 0.3876
H -10.800 -7.321 -2.012 0.0 0.0 -0.1 0.2064
H -9.784 -8.518 -2.812 0.0 0.1 0.1 0.3354
H -9.868 -8.350 -0.127 0.3 -0.1 -0.1 0.3821
H -9.879 -9.982 -0.869 0.2 0.1 0.1 0.3313
H -11.340 -9.238 -0.269 -0.1 0.1 -0.2 0.3686
C -0.756 -4.488 0.220 -0.1 -0.1 0.5 -0.8456
C -0.922 -5.289 1.521 1.1 0.1 0.4 -0.7639
N -2.134 -5.089 2.313 0.0 0.2 -0.7 0.0634
C -3.314 -5.337 1.491 -0.6 0.1 0.2 -0.4349
C -4.636 -5.331 2.266 0.0 -0.6 -0.9 -1.0663
C -2.173 -3.740 2.899 0.1 -0.1 0.2 -0.3035
C -2.537 -3.798 4.371 -0.4 -0.5 0.2 -1.4075
H 0.232 -4.714 -0.180 -0.1 -0.1 -0.3 0.4091
H -0.765 -3.415 0.423 -0.1 0.0 0.0 0.2465
H -1.543 -4.720 -0.495 0.2 0.0 -0.2 0.1623
H -0.729 -6.353 1.348 -0.6 0.0 -0.2 0.3767
H -0.066 -5.030 2.163 -0.2 0.1 0.0 0.4599
H -3.411 -4.636 0.645 0.1 0.0 0.1 0.4093
H -3.254 -6.333 1.044 0.4 0.0 0.1 0.3808
H -5.036 -4.357 2.544 0.4 0.1 0.4 0.0737
H -5.371 -5.734 1.557 -0.1 0.0 0.2 0.0298
H -4.552 -6.034 3.092 -0.2 0.2 0.3 0.4617
H -2.895 -3.110 2.366 0.1 0.1 -0.1 0.1982
H -1.189 -3.280 2.799 0.0 0.1 -0.1 0.5413
H -2.775 -2.830 4.814 0.1 0.1 -0.1 0.3613
H -1.744 -4.268 4.954 0.1 0.1 0.0 0.3869
H -3.407 -4.448 4.479 0.0 0.1 0.1 0.2388
C -7.970 -1.277 2.099 0.1 0.0 -0.1 0.1609
O -8.980 -1.519 1.474 0.0 -0.1 0.0 -0.5765
N -6.706 -1.372 1.616 -0.5 0.1 -0.2 0.1729
C -5.571 -1.099 2.430 1.1 -0.3 0.8 -0.8242
C -6.437 -1.831 0.273 0.1 -0.7 0.1 -0.6232
H -7.990 -0.944 3.151 0.0 0.0 0.0 0.2491
H -4.964 -1.999 2.625 -0.2 0.0 -0.2 0.2050
H -5.852 -0.730 3.416 -0.2 0.1 -0.1 0.3164
H -4.870 -0.388 1.982 -0.3 0.2 -0.1 0.3102
H -7.354 -1.995 -0.286 -0.1 0.4 0.1 0.3449
H -5.762 -1.143 -0.232 -0.1 0.0 -0.1 0.2989
H -5.956 -2.817 0.319 0.2 0.2 0.0 -0.0437
C -1.317 -6.948 -4.197 0.0 0.0 0.2 0.1501
O -0.105 -6.905 -4.179 0.0 0.0 -0.2 -0.5997
N -2.056 -7.928 -4.781 0.2 0.5 0.2 0.1072
C -3.437 -8.123 -4.450 -0.3 -0.2 0.1 -0.7922
C -1.407 -8.955 -5.533 0.0 -0.8 -0.3 -0.9564
H -1.924 -6.153 -3.734 -0.2 -0.1 0.1 0.3379
H -4.008 -8.362 -5.350 -0.1 0.2 0.0 0.3245
H -3.843 -7.244 -3.953 0.0 0.1 -0.2 0.1542
H -3.568 -8.966 -3.757 0.1 0.0 -0.1 0.3220
H -1.974 -9.156 -6.449 0.1 0.1 0.0 0.3160
H -0.397 -8.658 -5.785 0.1 0.1 0.0 0.3082
H -1.374 -9.907 -4.987 0.1 0.1 0.1 0.3264
C -5.736 -5.087 -1.279 -0.2 -0.4 0.1 0.2017
O -4.682 -4.733 -1.765 0.0 0.3 0.0 -0.5889
N -6.033 -6.367 -0.959 -0.2 0.2 0.1 0.4592
C -7.353 -6.776 -0.525 0.3 0.2 0.4 -1.1712
C -5.076 -7.397 -1.178 0.4 -1.4 -0.4 -1.2445
H -6.581 -4.429 -1.015 0.2 0.2 -0.2 0.2069
H -7.822 -7.430 -1.261 -0.1 0.0 0.0 0.4663
H -7.978 -5.902 -0.344 0.0 0.0 -0.2 0.3099
H -7.257 -7.295 0.433 -0.1 -0.2 -0.1 0.3165
H -5.253 -7.949 -2.114 0.0 0.3 -0.1 0.3609
H -4.054 -7.031 -1.191 -0.1 0.3 0.0 0.3103
H -5.140 -8.191 -0.425 -0.1 0.4 0.3 0.3983
```
Positions in Å, forces in eV/Å.

- Energy relative to the best compared isomer or geometry (same formula, charge and spin): 118.1 kJ/mol
- Structure (SMILES): CCN(CC)CC.CCN(CC)CC.CN(C)C=O.CN(C)C=O.CN(C)C=O
- Electronic energy: -36196.398 eV
- Frontier orbital gap: 8.79 eV